DFT (ωB97M-V/def2-TZVPD) results for 4 unconnected molecules or ions with the total composition C18H21F12NO11.

Geometry (Å):
C: -5.04 4.89 3.80
C: -5.03 3.54 3.13
O: -4.86 3.44 1.94
N: -5.24 2.38 3.90
O: -4.63 1.28 3.24
C: -4.52 0.19 4.01
O: -5.41 -0.40 4.54
O: -3.19 -0.20 4.13
C: -2.77 -1.14 3.23
F: -3.72 -1.40 2.31
F: -2.45 -2.26 3.86
F: -1.69 -0.69 2.58
C: -4.88 2.48 5.33
C: -6.03 2.39 6.28
O: -3.75 2.63 5.70
H: -4.71 4.89 4.83
H: -4.36 5.49 3.23
H: -6.01 5.36 3.73
H: -6.97 2.29 5.77
H: -5.89 1.55 6.94
H: -6.00 3.30 6.86
C: -3.55 1.58 -0.96
C: -2.15 2.16 -1.03
O: -1.75 2.41 -2.39
C: -2.17 3.54 -2.92
O: -2.83 4.38 -2.40
C: -1.62 3.67 -4.35
F: -1.75 2.52 -5.03
F: -0.33 3.99 -4.32
F: -2.27 4.62 -5.02
H: -3.62 0.68 -1.58
H: -3.80 1.32 0.06
H: -4.29 2.29 -1.33
H: -1.44 1.45 -0.63
H: -2.07 3.07 -0.44
C: 3.67 -0.58 -1.75
C: 3.34 -1.62 -0.71
O: 1.94 -1.60 -0.38
C: 1.14 -2.26 -1.20
O: 1.46 -2.88 -2.17
C: -0.31 -2.18 -0.69
F: -0.61 -0.93 -0.31
F: -0.48 -2.99 0.36
F: -1.16 -2.54 -1.63
H: 3.35 0.41 -1.43
H: 4.75 -0.56 -1.93
H: 3.17 -0.79 -2.70
H: 3.86 -1.41 0.22
H: 3.63 -2.62 -1.03
C: 7.33 -5.48 -4.38
C: 6.79 -4.07 -4.26
O: 6.71 -3.66 -2.88
C: 7.83 -3.21 -2.34
O: 8.89 -3.10 -2.87
C: 7.55 -2.78 -0.89
F: 6.81 -3.69 -0.24
F: 6.89 -1.62 -0.87
F: 8.68 -2.63 -0.21
H: 6.73 -6.17 -3.79
H: 7.31 -5.80 -5.42
H: 8.36 -5.54 -4.02
H: 5.77 -4.02 -4.64
H: 7.39 -3.36 -4.82

Summary:
Total energy, eV: -75628.427
Structure (SMILES): CC(=O)N(OC(=O)OC(F)(F)F)C(C)=O.CCOC(=O)C(F)(F)F.CCOC(=O)C(F)(F)F.CCOC(=O)C(F)(F)F
Maximum force, eV/Å: 1.508
2S+1: 1
Gap between HOMO and LUMO, eV: 10.2

---

DFT (ωB97M-V/def2-TZVPD) results for a molecular structure, C18H21F3N2O3S2.

Geometry (Å):
C: -4.03 -1.16 1.57
C: -3.68 0.16 2.25
C: -2.35 0.56 1.61
N: -1.34 -0.44 1.97
C: -0.09 -0.08 2.13
C: 0.41 1.34 2.27
C: 1.82 1.16 2.85
C: 2.27 -0.25 2.38
C: 0.98 -1.07 2.20
C: -1.62 -1.86 1.84
C: -3.09 -2.28 2.00
H: -5.08 -1.44 1.74
H: -3.86 -1.03 0.49
H: -4.41 0.94 2.02
H: -3.62 0.08 3.35
H: -2.45 0.61 0.52
H: -2.07 1.56 1.93
H: -0.20 2.07 2.77
H: 2.49 1.98 2.56
H: 1.72 1.17 3.94
H: 2.79 -0.10 1.42
H: 2.92 -0.78 3.09
H: 0.80 -1.75 3.04
H: 1.04 -1.73 1.34
H: -1.24 -2.24 0.88
H: -1.06 -2.45 2.58
H: -3.30 -2.60 3.04
H: -3.25 -3.15 1.37
F: -1.66 3.22 -0.70
C: -0.49 3.34 -0.03
F: 0.29 4.15 -0.76
F: -0.72 3.98 1.15
S: 0.37 1.76 0.49
N: 0.98 1.01 -1.61
C: 0.47 1.23 -2.88
O: -0.55 1.82 -3.18
C: 1.48 0.51 -3.78
C: 2.15 -0.49 -3.11
C: 2.94 -1.45 -3.76
C: 3.15 -1.36 -5.14
C: 2.50 -0.33 -5.85
C: 1.61 0.55 -5.21
S: 1.86 -0.35 -1.39
O: 3.15 -0.13 -0.79
O: 1.02 -1.43 -0.93
H: 3.40 -2.27 -3.25
H: 3.77 -2.06 -5.72
H: 2.70 -0.20 -6.92
H: 1.07 1.30 -5.79

Summary:
Total energy, eV: -57949.349
Maximum force, eV/Å: 4.178
2S+1: 1
Gap between HOMO and LUMO, eV: 6.8

---

DFT (ωB97M-V/def2-TZVPD) results for 3 unconnected molecules or ions with the total composition C18H21IO6S2.

Geometry (Å):
O: -0.47 -3.93 1.71
C: -0.36 -2.78 2.04
C: 1.00 -2.14 2.53
C: 1.29 -0.86 2.17
I: 3.09 0.16 2.81
C: 0.27 -0.06 1.27
O: 0.61 0.70 0.40
C: -1.23 -0.37 1.59
C: -2.26 0.68 1.54
C: -3.70 0.28 1.91
C: -3.99 -1.11 2.27
C: -2.93 -2.14 2.32
C: -1.56 -1.77 1.98
H: 1.71 -2.70 3.20
H: -1.95 1.71 1.26
H: -4.49 1.05 1.90
H: -5.04 -1.41 2.52
H: -3.13 -3.20 2.60
C: -4.17 5.34 -1.63
C: -2.80 4.92 -2.18
C: -2.45 3.58 -1.53
S: -4.00 2.77 -1.15
O: -4.11 2.66 0.28
O: -4.17 1.63 -2.02
C: -5.05 4.10 -1.71
H: -4.59 6.17 -2.20
H: -4.07 5.66 -0.59
H: -2.87 4.80 -3.26
H: -2.04 5.67 -1.98
H: -1.87 2.95 -2.20
H: -1.90 3.72 -0.60
H: -5.94 4.17 -1.09
H: -5.33 3.89 -2.75
C: 4.27 -2.08 -0.86
C: 5.51 -2.14 -1.75
C: 6.59 -2.92 -0.99
S: 5.71 -4.04 0.11
O: 5.98 -3.65 1.47
O: 5.90 -5.40 -0.35
C: 4.07 -3.50 -0.32
H: 3.39 -1.74 -1.41
H: 4.44 -1.39 -0.03
H: 5.27 -2.67 -2.68
H: 5.86 -1.15 -2.02
H: 7.22 -3.50 -1.66
H: 7.20 -2.26 -0.37
H: 3.42 -3.54 0.55
H: 3.69 -4.16 -1.10

Summary:
Total energy, eV: -61059.564
Structure (SMILES): O=C1C=C(I)C(=O)c2ccccc21.O=S1(=O)CCCC1.O=S1(=O)CCCC1
Maximum force, eV/Å: 3.434
2S+1: 1
Gap between HOMO and LUMO, eV: 8.5

---

DFT (ωB97M-V/def2-TZVPD) results for a molecular structure, C18H21N2NiO6PS3Sb.

Geometry (Å):
Ni: 0.95 0.75 -0.32
C: 4.37 3.78 -0.37
O: 3.58 4.59 0.49
C: 2.95 4.00 1.55
C: 2.89 4.72 2.72
C: 2.21 4.25 3.85
C: 1.61 3.01 3.78
C: 1.64 2.25 2.60
C: 1.06 0.92 2.66
N: 0.89 0.18 1.63
N: 0.49 -1.13 1.86
C: 0.53 -1.79 0.72
O: 0.85 -1.33 -0.42
C: 0.16 -3.24 0.80
C: -0.52 -3.77 1.90
C: -0.88 -5.10 1.92
C: -0.56 -5.93 0.85
C: 0.12 -5.41 -0.24
C: 0.47 -4.07 -0.27
C: 2.29 2.72 1.43
O: 2.35 2.09 0.32
H: 5.03 4.47 -0.90
H: 3.76 3.22 -1.07
H: 4.98 3.07 0.21
H: 3.38 5.69 2.73
H: 2.17 4.84 4.75
H: 1.09 2.61 4.64
H: 0.81 0.51 3.64
H: -0.76 -3.10 2.72
H: -1.42 -5.50 2.78
H: -0.85 -6.98 0.87
H: 0.36 -6.05 -1.08
H: 0.97 -3.64 -1.12
S: -1.49 3.59 -3.88
Sb: 0.21 3.56 -2.32
S: 1.18 1.29 -2.52
S: -0.71 2.28 -0.42
C: -2.67 -3.27 -1.71
O: -3.54 -2.16 -1.90
P: -2.95 -0.73 -1.30
O: -4.15 0.13 -2.02
C: -4.18 1.53 -1.71
O: -1.68 -0.46 -2.24
C: -1.77 -0.36 -3.66
H: -2.95 -4.04 -2.43
H: -2.77 -3.68 -0.70
H: -1.63 -3.00 -1.87
H: -3.77 2.10 -2.54
H: -3.58 1.76 -0.83
H: -5.22 1.81 -1.52
H: -0.79 -0.65 -4.05
H: -1.95 0.68 -3.94
H: -2.55 -1.01 -4.05

Summary:
Total energy, eV: -123650.865
Net charge: -2
Maximum force, eV/Å: 0.768
2S+1: 2
Gap between HOMO and LUMO (spin up / spin down), eV: 5.9 / 5.9

---

DFT (ωB97M-V/def2-TZVPD) results for a single C18H21N3O4S2 molecule.

Geometry (Å):
O: -1.74 -3.99 2.73
O: -0.24 -3.73 4.18
N: 1.51 0.40 -3.18
N: 0.11 -1.04 -2.18
O: -0.31 2.48 0.72
O: 1.85 1.86 0.81
S: 0.65 -1.83 -4.60
S: -2.05 -1.26 1.22
C: 0.79 -0.70 -3.19
C: 0.74 1.83 0.22
C: 1.48 1.26 -2.07
C: 0.71 0.98 -0.92
C: 2.32 -2.47 1.06
C: 1.49 -3.07 2.03
C: 1.87 -1.58 0.20
C: -0.40 -1.82 1.22
C: 0.05 -2.84 2.10
C: 0.47 -1.21 0.21
N: -0.67 -3.60 3.06
C: 2.09 -2.82 -4.38
C: 2.56 2.35 -2.17
C: -0.03 -0.32 -0.91
C: -1.35 3.00 -0.16
C: -1.91 0.12 2.49
C: -2.67 3.06 0.68
C: -3.06 1.10 2.41
C: -3.27 1.72 0.98
H: 1.51 2.10 1.69
H: 3.47 -2.68 0.98
H: 2.02 -3.86 2.56
H: 2.57 -1.23 -0.55
H: 3.00 -2.38 -4.61
H: 2.15 -3.00 -3.31
H: 2.07 -3.78 -4.94
H: 3.46 1.77 -2.37
H: 2.75 2.86 -1.26
H: 2.45 3.08 -3.01
H: -1.09 -0.04 -0.87
H: -1.04 3.94 -0.44
H: -1.51 2.46 -1.03
H: -1.80 -0.17 3.51
H: -0.95 0.59 2.25
H: -3.43 3.69 0.05
H: -2.44 3.51 1.62
H: -2.80 1.87 3.30
H: -4.03 0.71 2.72
H: -4.37 1.81 0.94
H: -2.99 0.89 0.25

Summary:
Total energy, eV: -53328.855
Structure (SMILES): CSC1=N[C@@H]2/C(=C(/O)OCCCCCSc3c2cccc3[N+](=O)[O-])C(C)=N1
Maximum force, eV/Å: 6.247
2S+1: 1
Gap between HOMO and LUMO, eV: 6.6

---

DFT (ωB97M-V/def2-TZVPD) results for a single C18H21N3O5S2 molecule.

Geometry (Å):
O: -2.47 1.77 1.31
C: -1.79 1.72 0.30
N: -2.38 1.77 -0.93
H: -1.91 1.45 -1.76
N: -3.76 1.57 -1.04
H: -4.21 1.94 -0.21
S: -4.06 -0.11 -1.24
O: -5.48 -0.27 -1.37
O: -3.20 -0.49 -2.31
C: -3.47 -0.85 0.28
C: -4.28 -0.84 1.40
C: -3.79 -1.33 2.59
C: -2.49 -1.82 2.65
C: -1.69 -1.84 1.52
C: -2.19 -1.35 0.32
H: -1.60 -1.36 -0.58
H: -0.69 -2.23 1.57
H: -2.11 -2.19 3.59
H: -4.41 -1.32 3.47
H: -5.28 -0.44 1.31
C: -0.31 1.62 0.30
C: 0.28 1.07 1.44
C: 1.65 0.86 1.47
C: 2.42 1.23 0.39
C: 1.85 1.83 -0.72
C: 0.48 2.03 -0.77
H: 0.04 2.52 -1.62
H: 2.50 2.16 -1.52
S: 4.17 0.81 0.36
O: 4.83 1.68 -0.56
O: 4.63 0.71 1.71
N: 4.20 -0.72 -0.30
C: 3.76 -1.81 0.54
C: 2.42 -2.36 0.07
C: 2.55 -2.94 -1.35
C: 3.69 -2.25 -2.11
C: 3.81 -0.80 -1.69
H: 4.58 -0.27 -2.27
H: 2.85 -0.29 -1.86
H: 4.64 -2.75 -1.91
H: 3.51 -2.31 -3.19
H: 2.75 -4.01 -1.30
H: 1.61 -2.80 -1.88
H: 2.07 -3.14 0.76
H: 1.68 -1.56 0.08
H: 4.51 -2.60 0.52
H: 3.71 -1.43 1.56
H: 2.13 0.43 2.34
H: -0.35 0.80 2.27

Summary:
Total energy, eV: -55384.115
Structure (SMILES): O=C(NNS(=O)(=O)c1ccccc1)c1ccc(S(=O)(=O)N2CCCCC2)cc1
Maximum force, eV/Å: 1.092
2S+1: 1
Gap between HOMO and LUMO, eV: 9.3

---

DFT (ωB97M-V/def2-TZVPD) results for a single C18H21N5O2 molecule.

Geometry (Å):
C: -5.77 -1.70 -0.65
N: -4.79 -0.92 0.07
C: -3.44 -1.36 -0.21
C: -2.45 -0.59 0.67
N: -2.59 0.83 0.42
C: -1.72 1.66 -0.19
O: -2.01 2.82 -0.45
C: -0.34 1.11 -0.51
C: 0.52 1.03 0.76
N: 1.77 0.35 0.49
C: 2.91 1.08 0.24
N: 2.81 2.40 0.28
C: 3.87 3.14 0.05
C: 5.12 2.61 -0.24
C: 5.25 1.23 -0.28
C: 4.14 0.43 -0.04
N: 4.15 -0.95 -0.06
C: 5.18 -1.81 -0.29
C: 4.69 -3.09 -0.21
C: 3.33 -3.02 0.07
C: 3.01 -1.68 0.17
C: 1.74 -1.04 0.44
O: 0.70 -1.64 0.63
H: 2.64 -3.83 0.21
H: 5.27 -3.99 -0.35
H: 6.17 -1.47 -0.49
H: 6.21 0.78 -0.50
H: 5.97 3.25 -0.42
H: 3.71 4.21 0.10
H: 0.75 2.03 1.11
H: 0.00 0.47 1.54
H: -0.41 0.12 -0.97
H: 0.13 1.80 -1.21
C: -3.94 1.28 0.67
C: -4.92 0.50 -0.20
H: -4.72 0.73 -1.26
H: -5.94 0.81 0.03
H: -4.18 1.11 1.73
H: -3.99 2.35 0.45
H: -2.72 -0.77 1.72
H: -1.44 -0.95 0.50
H: -3.17 -1.20 -1.28
H: -3.36 -2.42 0.01
H: -6.77 -1.36 -0.37
H: -5.67 -1.61 -1.75
H: -5.67 -2.75 -0.38

Summary:
Total energy, eV: -30553.594
Structure (SMILES): CN1CCN(C(=O)CCn2c(=O)c3cccn3c3cccnc32)CC1
Maximum force, eV/Å: 1.053
2S+1: 1
Gap between HOMO and LUMO, eV: 8.6

---

DFT (ωB97M-V/def2-TZVPD) results for a single C18H21NO2S molecule.

Geometry (Å):
C: 1.49 0.87 -2.63
H: 0.64 1.16 -3.25
O: 1.01 -0.14 -1.77
C: 1.84 -0.65 -0.81
C: 3.18 -0.29 -0.70
C: 3.98 -0.83 0.29
C: 3.45 -1.71 1.21
C: 2.12 -2.06 1.12
C: 1.30 -1.55 0.12
C: -0.14 -1.95 0.19
O: -0.65 -2.32 1.24
N: -0.83 -1.90 -0.97
H: -0.37 -1.52 -1.78
C: -2.27 -2.00 -1.03
C: -2.90 -0.63 -1.31
H: -3.64 -0.68 -2.10
H: -2.13 0.09 -1.58
S: -3.83 0.08 0.09
C: -2.54 0.24 1.37
C: -1.37 1.11 1.00
C: -1.48 2.15 0.09
C: -0.37 2.94 -0.21
C: 0.85 2.70 0.40
C: 0.95 1.66 1.31
C: -0.15 0.87 1.61
H: -0.05 0.06 2.32
H: 1.90 1.45 1.79
C: 2.04 3.57 0.11
H: 2.96 2.98 0.11
H: 1.94 4.07 -0.85
H: 2.14 4.33 0.88
H: -0.47 3.74 -0.92
H: -2.43 2.36 -0.38
H: -3.07 0.67 2.22
H: -2.20 -0.76 1.64
H: -2.54 -2.70 -1.82
H: -2.61 -2.41 -0.08
H: 1.67 -2.73 1.84
H: 4.07 -2.13 1.99
H: 5.02 -0.54 0.35
H: 3.62 0.40 -1.40
H: 1.84 1.74 -2.07
H: 2.29 0.49 -3.28

Summary:
Total energy, eV: -35427.864
Structure (SMILES): COc1ccccc1C(=O)NCCSCc1ccc(C)cc1
Maximum force, eV/Å: 0.572
2S+1: 1
Gap between HOMO and LUMO, eV: 9.0